[1]
A 2-piece molecular cluster, C2H10NS overall. Source: OMol25; level of theory: ωB97M-V/def2-TZVPD.

Positions of all 14 atoms, in Å:
C (1.26203, 0.01124, 1.12582)
N (0.34520, -0.44558, 0.03794)
C (0.82789, -0.08812, -1.33119)
H (0.81178, -0.21247, 2.09149)
H (2.20800, -0.51009, 1.02422)
H (1.41401, 1.07564, 1.01536)
H (-0.58890, -0.03454, 0.16794)
H (0.21502, -1.45522, 0.09106)
H (0.88265, 0.99205, -1.39977)
H (0.12889, -0.47942, -2.06845)
H (1.81031, -0.51623, -1.47888)
S (-2.96780, 0.11896, 0.65215)
H (-3.72042, 0.12957, -0.45341)
H (-2.62867, 1.41420, 0.52571)

* net charge: +1
* HOMO energy: -14.039 eV
* ΔE to the lowest compared entry with this formula, charge and spin: 0.148 eV

[2]
A 2-piece molecular cluster, C2H10NS2 overall. Source: OMol25; level of theory: ωB97M-V/def2-TZVPD.

Positions of all 15 atoms, in Å:
C (-0.93479, -0.88344, 2.66296)
N (-0.66776, -1.28905, 1.25765)
H (-0.05613, -0.21156, 2.97152)
H (-1.91748, -0.37542, 2.60063)
H (-0.93663, -1.75399, 3.41817)
H (-1.53181, -1.57670, 0.77016)
H (-0.00459, -2.07974, 1.49194)
H (-0.11732, -0.53140, 0.68796)
C (0.77550, 2.08272, -2.76806)
S (-0.19775, 0.83687, -1.96015)
S (1.28404, -0.00983, -0.65623)
H (0.52962, 3.12904, -2.35271)
H (0.63214, 1.91290, -3.90943)
H (1.82639, 1.85755, -2.63132)
H (1.31657, -1.10796, -1.58309)

* net charge: +2
* spin multiplicity: 2
* HOMO energy (alpha / beta): -19.665 / -19.668 eV
* ΔE to the lowest compared entry with this formula, charge and spin: 2.339 eV

[3]
A 3-piece molecular cluster, C2H10O2 overall. Source: OMol25; level of theory: ωB97M-V/def2-TZVPD.

Positions of all 14 atoms, in Å:
C (0.39836, 1.91524, 0.37507)
C (1.55091, 1.23960, -0.38578)
H (-0.02072, 2.66073, -0.30922)
H (0.65805, 2.64967, 1.13458)
H (-0.37262, 1.21496, 0.68225)
H (1.42188, 0.17456, -0.60454)
H (1.53173, 1.59954, -1.41056)
H (2.48491, 1.35310, 0.15825)
H (-0.35683, -3.07307, -0.21114)
H (-0.27610, -2.72233, 1.21981)
O (-0.19182, -2.30741, 0.35511)
H (-2.51320, -1.91752, 0.33138)
H (-1.81176, -1.06573, -0.72382)
O (-2.50280, -1.72134, -0.61140)

* HOMO energy: -10.802 eV
* ΔE to the lowest compared entry with this formula, charge and spin: 0.741 eV
* structure (SMILES): CC.O.O

[4]
A 4-piece molecular cluster, C2H10O2S overall. Source: OMol25; level of theory: ωB97M-V/def2-TZVPD.

Positions of all 15 atoms, in Å:
C (0.07016, 0.47774, -1.89579)
C (0.28973, 0.14662, -0.34417)
S (1.95135, -0.33762, 0.04190)
H (0.69265, -0.16745, -2.57424)
H (-0.93091, 0.44412, -2.30272)
H (0.58354, 1.44207, -1.97002)
H (-0.40633, -0.65763, -0.00579)
H (-0.09908, 0.97451, 0.27716)
H (3.96512, 0.65832, 1.95993)
H (-3.34161, 0.87266, -0.51125)
H (4.64470, 0.94272, 1.98470)
O (-2.39984, 0.58341, -0.33616)
H (-2.58319, -0.85209, 2.48644)
H (-2.05179, -0.28324, 1.01042)
O (-1.83190, -0.79819, 1.88800)

* HOMO energy: -9.042 eV
* ΔE to the lowest compared entry with this formula, charge and spin: 7.368 eV

[5]
A 3-piece molecular cluster, C2H10O2S2 overall. Source: OMol25; level of theory: ωB97M-V/def2-TZVPD.

Positions of all 16 atoms, in Å:
C (0.01298, -2.59724, 1.13263)
C (0.85484, -2.63559, -0.17523)
S (1.61412, -1.11228, -0.81898)
S (0.08873, 0.28078, -1.12226)
H (-1.07980, -2.75074, 0.97822)
H (0.27040, -3.23254, 1.97372)
H (0.11791, -1.50444, 1.50081)
H (1.65343, -3.29146, 0.06298)
H (0.26527, -3.14072, -0.92311)
H (-0.82658, 0.05276, -0.09741)
H (2.66189, 4.89919, 1.39394)
H (1.57597, 4.21154, 0.54998)
O (2.48873, 4.11834, 0.85915)
H (-2.81393, 1.70409, -1.42154)
H (-3.58983, 2.43735, -2.40277)
O (-3.29415, 2.56095, -1.49015)

* HOMO energy: -8.505 eV
* ΔE to the lowest compared entry with this formula, charge and spin: 1.277 eV
* structure (SMILES): CCSS.O.O

[6]
A 3-piece molecular cluster, C2H10O2S2 overall. Source: OMol25; level of theory: ωB97M-V/def2-TZVPD.

Positions of all 16 atoms, in Å:
C (1.11036, 0.93909, 1.16234)
C (0.32057, 1.25787, -0.11938)
S (1.23966, 0.65566, -1.56878)
S (-0.06306, 1.11863, -3.11368)
H (2.08342, 1.44220, 1.15593)
H (1.28189, -0.10502, 1.26095)
H (0.50729, 1.24923, 2.04471)
H (0.21422, 2.37444, -0.20967)
H (-0.63966, 0.79019, -0.07200)
H (-0.83469, -0.02321, -3.07060)
H (-1.87869, -1.48925, 2.38986)
H (-1.12126, -1.34940, 1.05104)
O (-1.49602, -0.84387, 1.80454)
H (-0.75593, -2.50821, -1.19993)
H (0.30412, -1.43538, -0.98484)
O (-0.27224, -2.07295, -0.53048)

* HOMO energy: -9.511 eV
* ΔE to the lowest compared entry with this formula, charge and spin: 0.137 eV
* structure (SMILES): CCSS.O.O

[7]
A 3-piece molecular cluster, C2H10O3 overall. Source: OMol25; level of theory: ωB97M-V/def2-TZVPD.

Positions of all 15 atoms, in Å:
C (-0.28486, 0.68312, 0.89284)
O (-1.33249, 0.04420, 0.18516)
C (-0.40675, 2.30934, 1.01380)
H (-0.05796, 0.32337, 1.82870)
H (0.49154, 0.15431, 0.29394)
H (-2.19222, 0.29946, 0.60944)
H (0.04242, 2.62160, 1.84815)
H (-0.03191, 2.80525, 0.16894)
H (-1.51262, 2.50420, 0.73074)
H (-0.17393, 0.09045, -2.43925)
H (1.13750, -0.56619, -2.01369)
O (0.76053, 0.15458, -2.76154)
H (0.26090, -2.42490, 0.85391)
H (1.81208, -2.58427, 1.33477)
O (1.11870, -2.84603, 0.74444)

* HOMO energy: -10.780 eV
* ΔE to the lowest compared entry with this formula, charge and spin: 1.918 eV
* structure (SMILES): CCO.O.O

[8]
A 4-piece molecular cluster, C2H10O4 overall. Source: OMol25; level of theory: ωB97M-V/def2-TZVPD.

Positions of all 16 atoms, in Å:
C (0.62658, -0.45956, 1.62526)
C (1.04101, 0.70175, 1.10032)
O (1.93305, 0.70127, 0.08804)
H (-0.13612, -0.56716, 2.37649)
H (1.34441, -1.25957, 1.44853)
H (0.39588, 1.55791, 1.27897)
H (2.07145, 1.57171, -0.27991)
H (-1.92295, 1.23454, -1.24496)
H (-0.92692, 1.02379, -2.36065)
O (-1.81494, 1.40258, -2.20070)
H (1.92110, -1.90034, -0.79700)
H (0.74745, -2.03981, -1.73621)
O (1.58582, -2.43961, -1.53051)
H (-2.24133, 0.77170, 1.21490)
H (-2.36835, -0.60923, 0.65364)
O (-2.25611, 0.31003, 0.36379)

* HOMO energy: -9.487 eV
* ΔE to the lowest compared entry with this formula, charge and spin: 1.291 eV
* structure (SMILES): C=CO.O.O.O

[9]
A 4-piece molecular cluster, C2H10O4 overall. Source: OMol25; level of theory: ωB97M-V/def2-TZVPD.

Positions of all 16 atoms, in Å:
O (1.25197, -1.43595, -1.45659)
C (1.88809, -2.26861, -0.80783)
C (3.42364, -2.03253, -0.41425)
H (1.49258, -3.19297, -0.30439)
H (3.86077, -3.08256, -0.37092)
H (3.97904, -1.63801, -1.32475)
H (3.51783, -1.63128, 0.62123)
H (-0.63334, 1.48540, 0.43227)
H (-0.67997, 1.60829, 1.98153)
O (-0.46607, 2.11107, 1.20002)
H (-2.36226, 1.94595, 1.43562)
H (-3.57322, 2.70272, 2.00305)
O (-3.25076, 1.82679, 1.89025)
H (-2.40870, 0.67988, -0.39296)
H (-1.93893, 1.30549, -1.70731)
O (-1.67566, 0.70108, -1.01379)

* HOMO energy: -9.878 eV
* ΔE to the lowest compared entry with this formula, charge and spin: 1.034 eV
* structure (SMILES): CC=O.O.O.O

[10]
A 4-piece molecular cluster, C2H10O4 overall. Source: OMol25; level of theory: ωB97M-V/def2-TZVPD.

Positions of all 16 atoms, in Å:
C (-0.57039, -1.32742, -1.42559)
C (-0.81410, -1.89069, -0.28019)
O (0.35525, -1.87384, 0.56704)
H (-1.14144, -1.30738, -2.27527)
H (0.25879, -0.58998, -1.69044)
H (-1.45240, -2.74491, 0.03917)
H (0.13203, -1.96506, 1.54750)
H (-1.18704, 1.82448, 1.98320)
H (-0.20667, 1.20031, 2.99418)
O (-0.38201, 1.27982, 2.06008)
H (2.18500, -0.38935, -1.05703)
H (1.91870, 0.91492, -0.19795)
O (2.31283, 0.56995, -1.01502)
H (-0.37309, 2.80048, -0.06617)
H (-1.02998, 1.35927, -0.22932)
O (-1.13569, 2.29980, -0.46376)

* net charge: +1
* spin multiplicity: 2
* HOMO energy (alpha / beta): -14.856 / -14.845 eV
* ΔE to the lowest compared entry with this formula, charge and spin: 2.341 eV

[11]
A 2-piece molecular cluster, C2H10OSi2 overall. Source: OMol25; level of theory: ωB97M-V/def2-TZVPD.

Positions of all 15 atoms, in Å:
C (1.27283, 0.14522, 0.28186)
C (-0.09986, 2.46997, -1.10758)
O (-1.09258, -1.87442, 2.00693)
Si (-1.46460, -2.85503, 0.75907)
Si (-0.50982, 1.09109, 0.22202)
H (1.65070, -0.16453, 1.23668)
H (1.18555, -0.82140, -0.21221)
H (1.98926, 0.77248, -0.26943)
H (0.11144, 2.19827, -2.13818)
H (-0.86392, 3.22682, -1.05249)
H (0.84368, 3.06491, -0.81418)
H (-0.26862, -1.93582, 2.51125)
H (-2.90949, -2.63049, 0.96323)
H (-1.09987, -4.35301, 0.54703)
H (-0.97623, -2.08209, -0.38519)

* HOMO energy: -7.947 eV
* ΔE to the lowest compared entry with this formula, charge and spin: 1.817 eV

[12]
C2H10OSi2 in the gas phase. Source: OMol25; level of theory: ωB97M-V/def2-TZVPD.

Positions of all 15 atoms, in Å:
C (1.21840, 1.52370, -0.05259)
C (1.03188, -1.76199, 0.20375)
O (-2.90867, -0.77752, -0.33818)
Si (-2.05959, 0.52707, 0.14361)
Si (0.41258, -0.19108, -0.60329)
H (2.24299, 1.34350, -0.06156)
H (1.00291, 2.40595, -0.70778)
H (0.98525, 1.93649, 0.89522)
H (1.03625, -1.76351, 1.24752)
H (0.24488, -2.54668, 0.02658)
H (1.95883, -1.99928, -0.12574)
H (-3.15751, -1.36930, 0.40970)
H (-2.00577, 0.72806, 1.61683)
H (-2.69914, 1.66766, -0.60102)
H (0.77161, -0.43008, -2.08074)

* HOMO energy: -8.336 eV
* ΔE to the lowest compared entry with this formula, charge and spin: 0.275 eV
* structure (SMILES): C[SiH](C)[SiH2]O

[13]
A 2-piece molecular cluster, C2H10P4 overall. Source: OMol25; level of theory: ωB97M-V/def2-TZVPD.

Positions of all 16 atoms, in Å:
C (-1.82055, 0.38367, 0.66896)
C (-2.34796, 0.06572, -0.73618)
P (1.49976, 0.59950, -0.97428)
P (1.74655, -0.57318, 2.01333)
P (1.88302, -1.32648, 0.00046)
P (-2.09667, 0.65752, -2.27166)
H (-2.25126, -0.33686, 1.33687)
H (-0.74768, 0.38237, 0.68762)
H (-2.08399, 1.40052, 0.93797)
H (-3.10400, -0.72641, -0.65777)
H (1.44366, 0.21270, -2.35240)
H (2.88075, 1.02104, -0.98530)
H (3.19758, -0.07804, 2.02690)
H (2.37950, -1.67069, 2.55426)
H (0.38065, -1.52742, -0.22353)
H (-0.95936, 1.51604, -2.02524)

* HOMO energy: -8.569 eV
* ΔE to the lowest compared entry with this formula, charge and spin: 0.000 eV
* structure (SMILES): P[PH]#[PH2].[H]/P=C\C

[14]
C2H11F4Hf2O4 as an isolated structure. Source: OMol25; level of theory: ωB97M-V/def2-TZVPD.

Positions of all 23 atoms, in Å:
Hf (2.14198, 1.49069, 2.06495)
Hf (1.07555, 0.53155, -2.51241)
F (3.81976, 0.15947, 1.17471)
F (1.61911, 3.48134, 1.03519)
F (1.35036, 0.91176, -0.20280)
F (0.58293, 2.75354, -2.10064)
C (-1.82584, -0.91766, 0.38586)
C (-2.03574, -0.84564, -1.11320)
O (-0.99411, -0.26945, -1.89066)
H (-2.78093, -1.00459, 0.89899)
H (-1.21762, -0.07825, 0.72410)
H (-1.23139, -1.83111, 0.46643)
H (-2.95961, -0.29076, -1.29439)
H (-2.27278, -1.84677, -1.47857)
O (1.57292, -1.61438, -1.58107)
H (0.89938, -2.29788, -1.45704)
H (2.38353, -1.99377, -1.21218)
O (1.24154, -0.78752, 2.02915)
H (1.47153, -1.55928, 1.49725)
H (0.82034, -1.15170, 2.82314)
O (-1.20148, 2.74856, 0.43278)
H (-1.02110, 2.47597, 1.33503)
H (-1.43834, 1.93589, -0.02463)

* net charge: +3
* HOMO energy: -20.239 eV

[15]
A 2-piece molecular cluster, C2H11N2O overall. Source: OMol25; level of theory: ωB97M-V/def2-TZVPD.

Positions of all 16 atoms, in Å:
C (1.34467, 0.37262, 0.54063)
N (2.05066, -0.58221, -0.36326)
C (0.17416, -0.41266, 1.13360)
N (-0.76910, -0.73958, 0.04818)
H (0.98797, 1.22205, -0.03379)
H (1.97643, 0.70348, 1.35045)
H (2.44711, -0.04885, -1.14300)
H (2.88676, -0.87803, 0.12688)
H (-0.28916, 0.15780, 1.93750)
H (0.61510, -1.32423, 1.53200)
H (-1.49497, -1.40410, 0.31935)
H (-1.29932, 0.04013, -0.37346)
H (-0.19779, -1.15249, -0.70781)
H (-3.04130, 1.89994, -0.93063)
H (-2.92966, 0.90688, -2.10966)
O (-2.46155, 1.23924, -1.32696)

* net charge: +1
* HOMO energy: -14.279 eV
* ΔE to the lowest compared entry with this formula, charge and spin: 0.140 eV

Number 1: electronic energy -534.8833 Ha. Number 2: electronic energy -932.5659 Ha. Number 3: electronic energy -232.6420 Ha. Number 4: electronic energy -630.5862 Ha. Number 5: electronic energy -1029.0120 Ha. Number 6: electronic energy -1029.0539 Ha. Number 7: electronic energy -307.8356 Ha. Number 8: electronic energy -383.1081 Ha. Number 9: electronic energy -383.1175 Ha. Number 10: electronic energy -382.7325 Ha. Number 11: electronic energy -736.3441 Ha. Number 12: electronic energy -736.4008 Ha. Number 13: electronic energy -1447.4919 Ha. Number 14: electronic energy -877.9608 Ha. Number 15: electronic energy -267.3195 Ha.